1.
119
Properties=species:S:1:pos:R:3:forces:R:3:mulliken_charge:R:1 method="wB97M-V/def2-TZVPD" charge=-2 de_lowest_kcal_mol=3.6 mol_weight_da=954.19
Se -4.112596 -2.424786 0.910720 -0.2 0.0 -0.2 -0.403
Ca 0.232830 -1.595720 -0.605855 -0.4 0.4 -0.1 2.055
S 0.454056 0.633783 -5.376376 -0.1 0.0 -0.1 -0.158
S 2.244105 1.197944 -3.047209 -0.1 0.1 -0.1 0.249
O -1.889051 -1.414984 -1.485966 0.2 -0.2 0.5 -0.704
O 1.354792 -2.836742 -2.251323 -0.3 0.2 0.4 -1.030
O -0.199702 -2.104706 1.593125 0.0 0.2 0.3 -0.672
O -3.022215 -3.877316 -1.847110 -0.1 0.0 0.0 -0.283
N -5.099073 -1.906706 3.567768 -0.1 0.0 -0.1 0.336
N 3.210854 -2.317133 -0.943043 0.1 0.0 0.2 -0.536
N -2.963695 -1.536052 3.305750 -0.2 0.1 -0.1 1.101
N 2.341126 -2.332025 0.151187 -0.2 -0.1 -0.4 0.594
N -1.062428 -0.778469 -3.550133 0.1 0.1 0.1 -0.607
N 0.006134 -0.191324 -2.858381 -0.4 -0.2 -0.3 0.909
C -4.637709 -3.902576 -3.608240 0.0 0.0 0.1 -0.924
C 1.299186 1.727526 1.652043 0.0 0.0 -0.1 0.086
C -6.459319 -2.284195 3.295502 -0.1 0.0 0.0 -0.991
C 4.866555 -1.831865 -5.642162 0.0 0.0 -0.1 -0.418
C 1.859807 1.751836 -5.639786 0.1 0.0 0.1 -0.778
C -4.087854 -1.930450 2.648030 0.4 -0.1 0.0 -0.293
C 3.998652 0.687743 2.128356 0.0 0.0 0.0 -1.830
C 0.122882 2.404233 1.241361 -0.1 0.2 -0.1 -1.005
C 1.944108 -2.728474 2.454694 0.0 -0.1 0.2 -1.081
C -4.607845 -1.527562 4.800621 0.1 0.1 0.2 0.071
C 0.747582 0.474067 -3.642622 0.5 -0.1 0.4 -0.648
C -1.686369 3.762450 -1.120604 0.0 0.0 0.0 -1.720
C -3.561447 -3.301906 -2.956707 0.0 0.0 0.0 0.925
C 2.802877 -2.406500 -4.549329 0.0 0.0 0.2 -0.283
C -1.895727 -1.393407 -2.741028 -0.1 0.1 -0.5 0.359
C 2.568695 -2.499058 -2.071858 0.5 -0.1 -0.1 -0.039
C 2.976686 1.333343 -4.698153 0.0 0.0 0.0 -0.217
C -2.445150 -0.915424 5.711385 -0.2 0.1 -0.1 -0.161
C -5.230436 -1.382298 6.029609 0.0 0.0 -0.1 -0.612
C -3.072346 -0.768344 6.943649 0.1 0.0 0.0 -0.875
C 2.788553 -2.730255 1.288211 0.1 0.1 0.1 0.170
C 4.436234 1.209751 -0.256821 0.1 0.0 0.0 -1.642
C -3.235241 -1.293401 4.634538 0.0 0.1 0.2 0.481
C 3.835968 1.754548 1.044535 0.0 0.0 0.0 2.941
C -0.031704 -2.541417 3.923900 0.1 0.0 0.0 -1.324
C 4.214712 -3.196757 1.441511 0.0 0.0 -0.1 -1.560
C -0.921467 1.478446 3.324317 0.1 0.0 0.0 -2.159
C 0.599834 -2.434201 2.543466 0.2 -0.2 0.0 0.960
C -5.160054 -3.351184 -4.765562 0.0 0.0 0.0 -0.436
C -4.436098 -0.993658 7.102803 0.0 0.0 0.0 -0.611
C 3.528361 -2.192058 -5.712798 0.0 0.0 -0.1 -0.573
C -2.998753 -2.124155 -3.459776 -0.2 0.0 -0.1 -0.020
C 3.409274 -2.269682 -3.301395 -0.1 -0.1 -0.2 0.504
C 4.645801 2.992884 1.465886 0.0 0.0 0.0 -2.040
C 1.882905 3.072003 -0.052363 0.0 0.0 0.0 -0.644
C 0.441830 4.492285 -2.053604 0.1 0.0 0.0 -2.244
C -1.185655 2.238477 2.015314 0.0 -0.1 0.0 4.055
C -4.598614 -2.196667 -5.289976 -0.1 0.0 0.0 -0.778
C -0.387651 5.617533 -0.030799 0.0 0.0 0.0 -1.864
C -3.531926 -1.602855 -4.634570 0.1 0.1 0.0 -0.452
C -1.800143 3.577860 2.448976 0.0 0.0 0.0 -2.122
C 5.469785 -1.674175 -4.399275 0.1 0.0 0.0 -0.593
C 0.495863 3.248023 0.143811 -0.1 0.0 0.0 -0.275
C -2.240617 1.396143 1.274461 0.0 -0.1 0.0 -1.386
C 2.380361 2.138727 0.864167 0.2 -0.1 0.0 -0.802
C 4.747950 -1.888594 -3.236443 0.0 0.0 0.0 -0.108
C -0.285388 4.242658 -0.720742 0.0 0.0 0.0 3.047
H 4.238367 3.414615 2.387667 0.0 0.0 0.0 0.388
H 3.418846 0.383886 -5.001019 0.0 0.0 0.0 -0.301
H 2.467952 3.565556 -0.816112 0.1 0.0 0.0 0.100
H -0.567606 0.464150 3.119903 -0.1 0.0 0.0 -0.114
H -2.660555 3.406732 3.107284 0.0 0.0 0.0 0.419
H -6.556587 -2.397787 2.217083 0.0 0.0 0.0 0.263
H 0.584065 3.564101 -2.606219 0.0 0.0 0.0 0.324
H -1.854129 1.426851 3.891655 0.0 -0.1 0.1 0.605
H -6.289895 -1.566243 6.151291 0.0 0.0 0.0 0.433
H 2.429980 -3.016515 3.379808 0.0 0.0 0.0 0.171
H 2.160081 1.678103 -6.686421 0.0 -0.1 0.0 0.434
H -4.883944 -0.867718 8.080448 0.0 0.0 0.0 0.357
H -2.098134 4.421744 -1.893579 0.0 0.0 0.0 0.537
H 5.701009 2.739462 1.628372 0.0 0.0 0.0 0.455
H -0.148810 5.181223 -2.667905 0.0 0.0 0.0 0.503
H -3.627834 -4.547466 -1.513179 0.0 0.0 0.0 0.250
H -2.481921 -0.469230 7.800144 0.0 0.0 0.0 0.406
H 6.510397 -1.374869 -4.338505 0.0 0.0 0.0 0.352
H 3.436506 -0.212861 1.878986 0.0 0.0 0.0 0.026
H -0.140773 -1.546660 4.365038 0.1 -0.1 -0.2 -0.076
H -1.059866 4.170771 2.991889 0.0 0.0 0.0 0.346
H -2.391412 3.759204 -0.293677 0.0 0.0 0.1 0.270
H 1.564657 2.780953 -5.426337 -0.1 0.0 0.0 0.355
H -5.053874 -4.814700 -3.191311 0.0 0.0 0.0 0.315
H -0.951966 6.328908 -0.647301 0.0 0.0 0.0 0.448
H -2.073119 -1.478318 2.819571 0.1 0.0 -0.1 -0.700
H -3.079550 -0.698660 -5.020033 0.0 0.0 0.0 0.479
H 0.566446 -3.143245 4.607920 0.0 0.0 0.0 0.418
H 4.367107 1.956011 -1.052472 0.0 0.0 0.0 0.176
H 1.752239 -2.665751 -4.571278 0.0 0.0 0.0 0.355
H -0.869288 5.550673 0.943504 0.0 0.0 0.0 0.255
H -6.000797 -3.829351 -5.254729 0.0 0.0 0.0 0.352
H 3.918292 0.309135 -0.591277 0.0 0.0 0.0 0.179
H -1.021721 -2.986627 3.827933 0.1 -0.1 0.1 0.369
H -2.619656 1.863140 0.370774 0.1 0.0 0.0 0.113
H 4.889796 -2.467498 0.992070 0.0 0.0 0.0 0.292
H 4.465120 -3.340368 2.491698 0.0 0.0 0.0 0.403
H 1.372688 1.012808 2.458443 0.0 0.0 0.0 0.253
H 3.038297 -2.292757 -6.674531 0.0 0.0 0.0 0.372
H 4.589297 3.765611 0.696383 0.0 0.0 0.0 0.308
H 3.757466 2.093569 -4.646816 0.0 0.0 0.0 0.487
H 4.364785 -4.135009 0.902825 0.0 0.0 0.0 0.373
H -7.139662 -1.507246 3.648956 0.0 0.0 0.0 0.322
H 5.054658 0.416024 2.237795 0.0 0.0 0.0 0.481
H 5.436161 -1.657383 -6.548605 0.0 0.0 0.0 0.346
H -1.642269 2.750355 -1.527317 0.0 0.0 0.0 0.116
H -1.388005 -0.736746 5.588119 -0.1 0.1 0.1 0.393
H -4.991752 -1.756403 -6.197955 0.0 0.0 0.0 0.362
H -3.100628 1.191891 1.925376 0.0 0.0 0.0 0.318
H 0.616417 6.016744 0.129460 0.0 0.0 0.0 0.339
H -6.704425 -3.230980 3.783086 0.0 0.0 0.0 0.318
H 3.635187 1.048508 3.093763 0.0 0.0 0.0 0.314
H -2.146775 4.171407 1.608390 0.0 0.0 0.0 0.363
H -0.162714 1.974700 3.933077 0.0 0.0 0.0 0.439
H 1.423774 4.940916 -1.899699 0.0 0.0 0.0 0.286
H 5.197204 -1.754724 -2.261916 0.0 0.0 0.0 0.330
H -1.807069 0.435564 0.989529 0.0 0.0 0.0 0.000
H 5.495855 0.956653 -0.119773 0.0 0.0 0.0 0.580

=====

2.
57
Properties=species:S:1:pos:R:3:forces:R:3:mulliken_charge:R:1 method="wB97M-V/def2-TZVPD" de_lowest_kcal_mol=15.9 smiles=c1ccc(-c2oc3ncnc(NCCCN4CCOCC4)c3c2-c2ccccc2)cc1 mol_weight_da=414.51
O -5.703984 1.679653 -1.833221 -0.1 0.1 0.1 -0.385
O 3.143105 -2.206906 -0.886869 0.3 -0.1 -0.2 -0.481
N -0.312611 -3.434497 0.697010 -0.4 0.3 0.3 -0.627
N -0.629811 -1.394947 1.737958 0.1 0.4 0.1 -0.053
N 1.585968 -3.956491 -0.632856 0.8 0.1 -0.4 -0.721
N -3.834562 -0.223403 -0.913055 -0.1 0.1 -0.1 0.108
C 0.430932 -4.225631 -0.055919 0.2 -0.1 -0.2 -0.469
C 4.397225 -0.149638 -0.828507 0.4 0.0 -0.3 0.407
C 2.018460 -2.725553 -0.386167 -1.5 0.1 0.9 -0.512
C 0.116377 -2.195748 0.955235 0.4 -0.2 -0.2 0.595
C 3.232863 -0.917927 -0.429177 -0.8 0.5 0.8 0.198
C 5.133905 -0.552503 -1.944624 -0.2 0.0 0.1 -0.626
C 1.642739 1.819556 0.229442 0.0 -0.1 0.1 -0.052
C 1.636253 0.752216 2.382574 0.2 0.0 -0.1 -0.347
C 1.277804 3.013018 0.824058 0.0 0.1 0.0 -0.899
C 5.923892 1.686314 -0.521988 0.0 0.1 0.0 -0.782
C 1.091791 3.081752 2.195625 0.0 0.1 0.0 -0.445
C -4.321624 1.859264 -2.032524 0.4 0.1 0.1 -0.779
C -5.252745 -0.399977 -0.666790 -0.1 0.2 -0.3 -0.482
C 1.353444 -1.781237 0.415490 0.4 -0.8 -0.6 1.156
C -1.981180 -1.703480 2.130253 -0.4 0.1 0.1 -1.246
C 6.641212 1.287828 -1.638599 0.0 0.0 0.0 -0.412
C 1.275706 1.950705 2.973261 -0.1 0.1 0.1 -0.700
C -2.994330 -0.812426 1.409247 0.2 -0.2 -0.3 -0.127
C -3.509564 1.189568 -0.921494 -0.2 0.1 -0.3 -0.335
C 1.825653 0.676244 1.003849 0.0 0.2 0.0 0.264
C 2.160363 -0.602148 0.371796 0.6 -0.2 -0.5 0.472
C -2.963008 -1.051298 -0.109631 0.0 0.0 0.2 -1.006
C 6.244900 0.163317 -2.344349 0.1 0.0 0.0 -0.560
C -6.023384 0.308349 -1.783069 -0.1 -0.3 0.2 -0.737
C 4.812476 0.975043 -0.113649 -0.1 -0.1 0.0 -0.330
H 6.804821 -0.156040 -3.210989 0.0 0.0 -0.1 0.388
H -5.777902 -0.166481 -2.744579 0.0 0.0 0.1 0.362
H -2.442613 1.310385 -1.120712 0.0 0.0 0.0 0.271
H -2.765056 0.234989 1.622137 -0.1 0.1 0.1 0.277
H -5.564945 0.027904 0.301747 0.0 -0.1 0.0 0.321
H -4.151459 2.937288 -2.043906 0.0 -0.1 0.0 0.360
H -0.318222 -0.441091 1.852798 0.0 -0.1 0.0 0.149
H 4.820698 -1.428827 -2.491065 0.0 -0.1 -0.1 0.441
H -5.485881 -1.466159 -0.676889 -0.1 0.0 0.0 0.417
H 0.035713 -5.217822 -0.226495 0.0 -0.1 0.0 0.422
H -2.075689 -1.566484 3.213218 0.0 -0.1 -0.1 0.363
H -2.148194 -2.752965 1.883985 0.0 0.1 0.2 0.507
H 0.808457 4.015620 2.657487 0.0 0.1 0.0 0.427
H 1.791422 1.762705 -0.838867 0.0 0.0 -0.1 0.501
H 1.137478 3.893814 0.215182 0.0 0.1 0.0 0.444
H 1.139731 2.000758 4.043685 0.0 0.0 0.1 0.425
H -4.025296 1.429028 -3.000788 0.0 0.1 0.1 0.387
H -3.753866 1.682596 0.035939 0.1 0.0 0.0 0.294
H 6.236541 2.554909 0.038883 0.0 0.1 0.0 0.402
H 1.794788 -0.128253 2.989720 0.0 -0.1 0.0 0.499
H -3.989661 -1.030885 1.797895 -0.1 0.1 0.1 0.328
H 7.508956 1.848220 -1.953319 0.1 0.0 0.0 0.392
H -3.225911 -2.094043 -0.309026 0.1 0.0 0.0 0.306
H -1.945093 -0.890085 -0.477037 0.0 -0.1 0.0 0.306
H 4.272421 1.280725 0.768800 0.0 0.0 0.1 0.563
H -7.099511 0.251166 -1.611120 0.1 -0.1 0.0 0.360

=====

3.
65
Properties=species:S:1:pos:R:3:forces:R:3:mulliken_charge:R:1 method="wB97M-V/def2-TZVPD" charge=+1 mol_weight_da=675.95
Tl 1.597627 0.057885 -0.214885 0.3 0.2 0.3 1.156
O -1.069102 1.659303 -0.139630 -0.9 -0.1 0.0 0.169
O 1.022584 0.704880 -3.060284 0.2 0.0 -0.3 -0.616
N -2.078273 -1.887893 -1.018647 0.0 -0.1 0.0 -0.326
N 1.957454 -1.472404 1.855260 0.9 -2.2 -1.3 0.862
N -0.591051 -0.496614 -2.049511 -0.4 -0.1 0.6 0.000
N 0.132998 0.478550 1.979476 0.5 0.1 -0.6 0.306
N 2.670233 -2.542252 1.764545 -0.7 2.1 1.9 -1.162
N -0.287366 -0.556534 -4.406781 0.0 0.0 0.3 0.101
N 1.988114 -2.607274 -0.506029 0.2 -0.1 0.6 -0.014
C 2.732986 -3.089529 0.512795 -0.2 -0.6 -1.6 0.125
C 0.501952 -0.109077 -5.535709 0.4 0.3 -0.3 -0.949
C -1.924419 0.516127 3.271257 0.0 0.1 0.0 -0.359
C -1.879843 1.302651 1.008673 -0.1 -0.4 0.8 -0.209
C -3.969176 1.073985 2.148661 -0.1 0.0 -0.1 -0.904
C -0.862186 3.127053 -0.450657 0.3 1.2 -0.2 1.838
C -1.158463 0.805981 2.115050 -0.1 -0.1 -0.3 0.147
C -0.004099 3.651779 0.683732 0.0 -0.4 0.0 -1.584
C -3.283174 0.671230 3.292361 0.0 0.0 -0.1 -0.973
C 2.606089 -1.110345 4.189114 0.1 0.0 -0.1 -0.428
C 3.584904 -4.194873 0.350061 -0.2 0.4 0.1 -0.415
C -1.968998 -1.885734 -3.427612 0.1 -0.1 -0.2 -1.158
C -2.190953 3.856065 -0.536299 0.0 -0.3 0.1 -1.848
C 1.858459 -0.815260 3.028140 -0.1 0.7 1.2 -0.007
C 0.927061 0.270892 3.053296 0.1 -0.4 -0.1 0.102
C -0.141555 3.139151 -1.781283 0.1 -0.2 0.2 -1.672
C 0.093240 -0.077108 -3.144634 0.1 0.2 -0.2 0.086
C -1.528424 -1.433344 -2.152287 0.0 0.2 -0.3 0.697
C 2.515211 -0.322260 5.302410 0.1 -0.1 0.0 -0.825
C 2.046235 -3.239145 -1.668728 0.0 -0.2 -0.2 0.028
C -3.262422 1.381124 1.002581 0.0 0.1 -0.3 -0.673
C 2.814531 -4.366325 -1.899557 0.2 0.0 0.1 -0.818
C -1.315967 -1.411117 -4.523266 -0.3 -0.3 0.4 -0.011
C 3.618616 -4.838404 -0.866508 -0.2 0.1 -0.2 -0.339
C 1.682501 0.806969 5.289329 -0.2 0.0 -0.1 -0.626
C 0.894926 1.085696 4.204372 0.2 0.1 0.1 -0.177
H 4.255703 -5.696715 -1.014994 0.1 -0.1 0.0 0.415
H -3.800720 1.675443 0.115503 0.0 0.1 -0.2 0.508
H -5.044471 1.116441 2.155947 -0.1 0.1 -0.1 0.457
H 2.805113 -4.856421 -2.860698 0.0 0.0 -0.1 0.418
H -1.587265 -1.711719 -5.525870 0.0 0.0 0.0 0.402
H 0.886626 3.038638 0.802436 0.1 0.0 0.0 0.201
H -0.561630 3.638125 1.615980 0.0 0.0 0.1 0.377
H -2.844678 3.395852 -1.272883 -0.1 0.0 -0.1 0.333
H 0.146217 -0.580839 -6.448295 -0.1 0.0 0.1 0.345
H -1.405650 0.117620 4.127944 0.0 0.0 0.1 0.532
H 3.273668 -1.956012 4.151415 0.1 -0.1 0.0 0.487
H -2.694838 3.891268 0.425754 0.0 0.0 0.0 0.444
H 0.173451 4.148342 -2.017754 0.0 0.2 0.0 0.550
H -2.691002 -2.684381 -1.042338 0.0 0.0 0.0 0.262
H 0.296703 4.673187 0.473771 0.0 0.1 -0.1 0.569
H 3.091643 -0.547679 6.186390 0.1 0.0 0.0 0.394
H 0.252615 1.955464 4.200678 -0.1 0.0 0.0 0.510
H 1.433790 -2.826611 -2.460577 -0.1 0.0 -0.1 0.199
H -1.615974 -1.684202 -0.146088 0.0 0.1 0.1 0.143
H 1.550009 -0.362836 -5.366337 -0.1 0.0 -0.1 0.313
H 1.654530 1.460343 6.148129 0.0 0.1 0.1 0.421
H 4.202759 -4.498826 1.180368 0.0 -0.1 0.1 0.470
H -2.782322 -2.582975 -3.524678 -0.1 -0.1 0.0 0.453
H -1.275251 1.128936 -0.944141 0.3 -0.3 0.0 0.288
H 0.443204 0.977398 -5.623983 0.0 -0.1 0.0 0.301
H -3.829541 0.450178 4.197664 -0.1 -0.1 0.0 0.445
H -0.795051 2.802138 -2.581799 -0.1 -0.1 -0.2 0.415
H -2.011012 4.878436 -0.855560 0.2 0.1 0.0 0.485
H 0.743124 2.507576 -1.764791 0.0 0.0 0.0 0.339

=====

Number 1: HOMO level -0.0325 hartree, gap between HOMO and LUMO 0.16940 hartree. Number 2: HOMO level -0.2835 hartree, gap between HOMO and LUMO 0.29305 hartree. Number 3: HOMO level -0.3398 hartree, gap between HOMO and LUMO 0.21924 hartree.